{
  "formula": "C35H31BrFN4O5PSTi",
  "method": "ωB97M-V/def2-TZVPD",
  "total_energy_ev": -169000.9006,
  "spin_multiplicity": 3,
  "s2": 2.024,
  "e_lumo_ev": [4.2, 4.2],
  "gap_ev": [3.614, 5.819],
  "homo_ev": [0.557, -1.650],
  "e_above_lowest_kcal_mol": 41.0,
  "total_charge": -2,
  "species": ["Ti", "O", "C", "O", "C", "C", "C", "C", "C", "O", "C", "C", "O", "O", "H", "H", "H", "H", "H", "H", "H", "H", "S", "C", "N", "C", "C", "C", "N", "H", "H", "H", "H", "Br", "C", "C", "C", "C", "C", "N", "H", "H", "H", "H", "F", "N", "P", "C", "C", "C", "C", "C", "C", "C", "C", "C", "C", "C", "C", "C", "C", "C", "C", "C", "C", "H", "H", "H", "H", "H", "H", "H", "H", "H", "H", "H", "H", "H", "H", "H"],
  "positions_angstrom": [[0.151, 0.009, -1.184], [3.260, -2.242, -2.677], [2.314, -1.943, -1.947], [1.854, -0.765, -1.767], [1.640, -3.067, -1.130], [1.474, -2.622, 0.332], [1.102, -3.834, 1.206], [-0.391, -4.026, 0.841], [-0.574, -2.926, -0.219], [0.256, -1.880, 0.295], [0.149, -3.348, -1.516], [-0.406, -2.545, -2.729], [-0.741, -3.193, -3.724], [-0.513, -1.289, -2.562], [2.264, -3.953, -1.230], [2.282, -2.007, 0.722], [1.232, -3.599, 2.265], [1.714, -4.706, 0.974], [-1.041, -3.844, 1.699], [-0.618, -5.016, 0.443], [-1.589, -2.565, -0.359], [-0.014, -4.401, -1.744], [0.153, 2.066, -2.551], [0.284, 1.381, -4.143], [1.419, 0.584, -4.392], [1.265, -0.434, -5.339], [0.341, -0.257, -6.318], [-0.481, 0.885, -6.251], [-0.568, 1.616, -5.095], [1.959, 0.357, -3.570], [1.880, -1.314, -5.210], [0.193, -1.011, -7.081], [-1.178, 1.145, -7.039], [-2.747, 3.247, -1.113], [-3.467, 1.587, -1.710], [-4.639, 1.135, -1.130], [-5.140, -0.077, -1.582], [-4.457, -0.743, -2.592], [-3.308, -0.170, -3.112], [-2.816, 0.986, -2.672], [-5.128, 1.703, -0.351], [-6.040, -0.491, -1.144], [-4.816, -1.693, -2.970], [-2.743, -0.641, -3.909], [-1.462, -0.026, -0.456], [1.107, 0.878, 0.176], [0.865, 1.209, 1.651], [-0.854, 1.031, 2.271], [-1.724, 2.114, 2.189], [-3.082, 1.951, 2.421], [-3.588, 0.698, 2.729], [-2.731, -0.393, 2.791], [-1.378, -0.230, 2.553], [1.888, 0.268, 2.830], [3.174, -0.052, 2.382], [4.042, -0.785, 3.167], [3.634, -1.242, 4.420], [2.363, -0.920, 4.878], [1.501, -0.163, 4.100], [1.301, 2.965, 1.984], [1.947, 3.408, 3.137], [2.428, 4.706, 3.222], [2.269, 5.580, 2.155], [1.642, 5.139, 0.994], [1.185, 3.835, 0.898], [-1.338, 3.089, 1.922], [-3.743, 2.806, 2.349], [-4.651, 0.566, 2.899], [-3.126, -1.378, 3.016], [-0.714, -1.086, 2.567], [3.459, 0.294, 1.393], [5.044, -1.004, 2.818], [4.304, -1.832, 5.033], [2.050, -1.257, 5.861], [0.519, 0.103, 4.472], [2.063, 2.728, 3.975], [2.941, 5.034, 4.119], [2.640, 6.596, 2.226], [1.522, 5.811, 0.153], [0.729, 3.464, -0.014]]
}